Here is the molecule C7H8 from the OMol25 dataset. Energies are from ωB97M-V with the def2-TZVPD basis set.

CARTESIAN COORDINATES (ANGSTROEM)
C  -0.12  -1.38  1.11
C  -0.63  0.00  0.68
C  -1.21  -0.05  -0.75
C  -0.28  0.30  -1.70
C  1.05  0.76  -2.18
C  0.84  0.82  -0.91
C  0.55  0.99  0.53
H  0.61  -1.79  0.40
H  0.36  -1.33  2.10
H  -0.95  -2.10  1.17
H  -1.33  0.37  1.45
H  -2.25  -0.42  -0.78
H  1.80  0.99  -2.95
H  0.18  2.02  0.63
H  1.39  0.82  1.20

## Properties
Charge: 0
HOMO-LUMO gap (eV): 8.782
SMILES: C[C@@H]1C=C2C=C2C1
HOMO (eV): -7.79
Relative energy (zero: lowest compared OMol25 entry of this formula, charge and spin) (eV): 4.861
Lowest unoccupied orbital energy (eV): 1.0

Here is a structure of composition C18H31AuN3O4SV from the OMol25 dataset. Energies are from ωB97M-V with the def2-TZVPD basis set.

CARTESIAN COORDINATES (ANGSTROEM)
N  2.18  -0.48  -0.51
C  3.15  -1.12  -0.09
O  4.08  -1.76  0.26
Au  -0.23  1.26  -2.91
V  0.33  -0.15  -0.79
N  -0.47  -1.74  -1.25
N  -0.33  1.75  -0.99
C  -0.60  -3.01  -0.49
C  0.41  3.03  -0.79
C  0.48  -3.99  -0.94
C  -1.98  -3.63  -0.70
C  -0.41  -2.75  1.00
C  -0.16  4.08  -1.74
C  0.32  3.57  0.63
C  1.87  2.76  -1.13
H  0.37  -4.27  -1.99
H  0.42  -4.90  -0.33
H  1.48  -3.56  -0.80
H  -2.77  -2.92  -0.45
H  -2.08  -4.50  -0.04
H  -2.13  -3.98  -1.73
H  0.62  -2.47  1.25
H  -0.64  -3.68  1.54
H  -1.08  -1.97  1.36
H  -0.21  3.67  -2.76
H  0.47  4.97  -1.74
H  -1.18  4.36  -1.44
H  -0.71  3.83  0.91
H  0.92  4.49  0.68
H  0.75  2.87  1.35
H  2.32  2.04  -0.43
H  2.43  3.70  -1.08
H  1.96  2.36  -2.15
C  -1.68  1.70  -0.40
H  -1.99  0.65  -0.28
H  -1.71  2.17  0.59
H  -2.42  2.21  -1.04
C  -0.79  -1.87  -2.67
H  -1.87  -2.05  -2.82
H  -0.54  -0.94  -3.21
H  -0.24  -2.70  -3.14
C  -1.08  0.89  8.00
C  -0.48  0.73  6.63
C  0.11  -0.48  6.26
C  0.67  -0.64  4.99
C  0.62  0.42  4.08
C  0.03  1.63  4.43
C  -0.52  1.78  5.70
S  1.28  0.21  2.43
O  1.98  -1.06  2.47
O  0.03  0.18  1.60
O  2.09  1.40  2.17
H  -1.95  0.23  8.13
H  -0.35  0.62  8.78
H  -1.40  1.92  8.16
H  0.14  -1.30  6.97
H  1.13  -1.58  4.70
H  0.01  2.45  3.71
H  -0.99  2.73  5.99

## Properties
Charge: +2
HOMO-LUMO gap (alpha / beta) (eV): 3.476 / 3.452
HOMO (alpha / beta) (eV): -13.64 / -13.63
Relative energy (zero: lowest compared OMol25 entry of this formula, charge and spin) (eV): 0.884
Lowest unoccupied orbital energy (alpha / beta) (eV): -10.2 / -10.2

Here is the molecule C10H13FN2S from the OMol25 dataset. Energies are from ωB97M-V with the def2-TZVPD basis set.

CARTESIAN COORDINATES (ANGSTROEM)
C  3.44  -2.35  -0.51
C  3.06  -0.88  -0.32
S  1.28  -0.74  -0.64
C  0.86  0.86  -0.10
N  1.75  1.74  0.14
C  1.28  3.10  0.50
N  -0.48  1.15  0.11
C  -1.63  0.34  0.21
C  -1.85  -0.60  1.23
C  -2.98  -1.41  1.13
C  -3.77  -1.36  -0.08
C  -3.55  -0.41  -1.05
C  -2.49  0.45  -0.85
F  -2.15  1.39  -1.75
H  4.52  -2.52  -0.36
H  2.91  -2.92  0.25
H  3.16  -2.62  -1.51
H  3.58  -0.15  -0.93
H  3.31  -0.58  0.65
H  0.31  3.45  0.11
H  2.05  3.83  0.20
H  1.12  3.23  1.61
H  -0.77  2.12  0.04
H  -1.15  -0.70  2.08
H  -3.13  -2.13  1.92
H  -4.60  -2.00  -0.08
H  -4.08  -0.29  -2.00

## Properties
Charge: 0
HOMO-LUMO gap (eV): 9.306
SMILES: CCS/C(=N/C)Nc1ccccc1F
HOMO (eV): -8.42
Relative energy (zero: lowest compared OMol25 entry of this formula, charge and spin) (eV): 0.000
Lowest unoccupied orbital energy (eV): 0.9

Here is a structure of composition C40H62BN12O6RbS3 from the OMol25 dataset. Energies are from ωB97M-V with the def2-TZVPD basis set.

CARTESIAN COORDINATES (ANGSTROEM)
Rb  -0.53  1.11  0.15
C  5.81  -2.11  2.37
C  4.30  -2.35  2.45
C  3.75  -1.25  3.38
C  4.02  -3.74  3.01
N  3.75  -2.27  1.06
C  4.60  -2.20  -0.05
C  3.83  -2.07  -1.14
N  2.50  -2.14  -0.74
B  1.28  -1.67  -1.58
N  1.76  -1.24  -3.00
C  1.84  -2.12  -4.07
C  2.11  -1.41  -5.17
N  2.23  -0.06  -4.79
C  2.01  0.02  -3.42
S  2.06  1.39  -2.41
C  2.18  1.02  -5.85
C  0.73  1.52  -5.93
C  3.13  2.19  -5.61
C  2.59  0.38  -7.17
N  0.25  -2.82  -1.76
C  0.52  -4.17  -1.60
C  -0.63  -4.83  -1.74
N  -1.65  -3.89  -1.96
C  -1.07  -2.63  -2.01
S  -1.71  -1.11  -2.44
C  -3.06  -4.40  -1.93
C  -3.25  -5.28  -3.17
C  -4.17  -3.36  -1.91
C  -3.22  -5.24  -0.66
C  2.44  -2.27  0.62
S  0.98  -2.43  1.49
H  6.20  -2.07  3.39
H  6.32  -2.92  1.84
H  6.03  -1.16  1.88
H  4.25  -1.33  4.35
H  3.96  -0.27  2.95
H  2.69  -1.35  3.51
H  4.45  -3.84  4.01
H  2.95  -3.91  3.06
H  4.47  -4.50  2.37
H  5.67  -2.19  0.02
H  4.12  -1.94  -2.17
H  0.78  -0.78  -1.01
H  1.68  -3.18  -3.96
H  2.24  -1.74  -6.18
H  0.46  2.02  -5.00
H  0.62  2.22  -6.76
H  0.05  0.68  -6.09
H  2.84  2.76  -4.74
H  4.16  1.83  -5.47
H  3.10  2.84  -6.49
H  1.85  -0.33  -7.55
H  2.69  1.18  -7.92
H  3.56  -0.13  -7.08
H  1.51  -4.54  -1.38
H  -0.82  -5.89  -1.69
H  -3.13  -4.68  -4.07
H  -2.52  -6.10  -3.20
H  -4.25  -5.71  -3.17
H  -4.21  -2.78  -2.83
H  -5.12  -3.90  -1.79
H  -4.05  -2.66  -1.09
H  -2.56  -6.11  -0.65
H  -2.99  -4.63  0.22
H  -4.25  -5.59  -0.58
O  4.60  4.98  -3.57
C  3.73  5.97  -3.28
O  3.91  7.07  -3.72
C  2.56  5.60  -2.41
C  2.66  4.63  -1.42
C  1.55  4.25  -0.70
C  0.32  4.84  -0.94
C  0.23  5.86  -1.90
C  1.35  6.23  -2.62
N  -0.81  4.31  -0.30
C  -1.67  5.00  0.30
C  -2.92  4.38  0.83
C  -3.74  5.08  1.69
C  -4.91  4.48  2.13
C  -5.22  3.21  1.67
C  -4.33  2.59  0.80
N  -3.20  3.15  0.40
H  4.27  4.13  -3.23
H  3.61  4.14  -1.21
H  1.63  3.49  0.07
H  -0.74  6.30  -2.11
H  1.29  7.01  -3.38
H  -1.56  6.08  0.45
H  -3.47  6.08  2.01
H  -5.58  4.99  2.81
H  -6.14  2.72  1.96
H  -4.55  1.60  0.39
N  -2.34  -0.60  1.90
C  -2.59  0.40  2.96
C  -3.52  -0.14  4.06
C  -3.85  0.83  5.22
C  -3.60  0.21  6.61
N  -2.21  -0.19  6.72
C  -1.74  -1.09  7.53
N  -2.49  -1.71  8.47
N  -0.43  -1.43  7.43
C  -1.20  0.91  3.39
O  -0.74  0.56  4.54
O  -0.58  1.59  2.58
H  -3.20  -1.04  1.61
H  -1.72  -1.32  2.24
H  -3.07  1.25  2.50
H  -3.07  -1.06  4.45
H  -4.44  -0.43  3.55
H  -4.89  1.15  5.17
H  -3.24  1.73  5.14
H  -4.27  -0.66  6.74
H  -3.86  0.94  7.39
H  -1.52  0.09  5.86
H  -3.40  -1.34  8.67
H  -2.05  -2.26  9.18
H  0.08  -1.08  6.63
H  -0.08  -2.25  7.89
O  -3.54  1.92  -2.28
H  -3.15  1.07  -2.53
H  -2.81  2.45  -1.94
O  3.19  1.13  0.94
H  2.90  1.09  0.01
H  2.40  1.24  1.47

## Properties
Charge: 0
HOMO-LUMO gap (eV): 6.217
HOMO (eV): -6.57
Relative energy (zero: lowest compared OMol25 entry of this formula, charge and spin) (eV): 1.621
Lowest unoccupied orbital energy (eV): -0.4

Here is a structure of composition C22H26N2O5 from the OMol25 dataset. Energies are from ωB97M-V with the def2-TZVPD basis set.

CARTESIAN COORDINATES (ANGSTROEM)
C  -1.38  -0.98  2.85
C  -1.98  0.33  2.46
H  -3.05  0.28  2.33
O  -1.69  0.85  1.19
C  -0.42  1.06  0.84
C  -0.08  1.18  -0.27
C  1.21  1.56  -0.47
C  1.79  1.78  -2.07
C  3.06  2.15  -2.28
C  4.01  2.40  -1.14
C  3.45  2.61  0.17
C  2.07  2.13  0.33
C  1.72  1.81  1.64
C  0.44  1.70  2.07
H  0.07  1.59  2.93
H  2.30  2.24  2.68
H  4.19  2.50  1.04
H  4.96  2.67  -1.25
H  3.58  2.27  -3.26
H  1.16  1.57  -2.67
C  -1.05  0.79  -1.48
N  -2.26  1.78  -1.32
C  -3.41  1.55  -1.00
O  -4.30  2.36  -0.78
N  -3.72  0.27  -1.06
C  -2.68  -0.87  -0.84
C  -1.45  -0.80  -1.10
C  -0.35  -1.44  -1.08
O  -0.51  -2.74  -0.43
O  0.77  -1.17  -1.56
C  1.91  -1.81  -1.59
C  2.56  -1.74  -0.32
O  3.93  -2.17  -0.26
C  4.62  -2.11  0.87
H  5.60  -2.46  0.72
H  4.76  -0.71  1.15
H  4.22  -2.48  1.58
H  2.60  -0.62  0.31
H  2.01  -2.19  0.62
H  1.54  -2.85  -1.58
H  2.64  -1.66  -2.18
C  -3.41  -2.21  -0.34
H  -4.13  -2.58  -1.28
H  -3.76  -2.49  0.44
H  -2.56  -2.93  -0.71
C  -4.94  -0.25  -0.52
H  -5.54  0.66  -0.46
H  -5.07  -0.80  0.51
H  -5.52  -0.74  -1.37
H  -2.06  2.73  -1.52
H  -0.49  0.85  -2.42
H  -1.94  1.11  3.22
H  -0.19  -0.76  2.85
H  -1.81  -1.52  3.75
H  -1.42  -1.73  2.04

## Properties
Charge: 0
HOMO-LUMO gap (eV): 8.258
HOMO (eV): -8.57
Relative energy (zero: lowest compared OMol25 entry of this formula, charge and spin) (eV): 22.408
Lowest unoccupied orbital energy (eV): -0.3

Here is a cluster of 8 separate species, C40H48F4N4 in total from the OMol25 dataset. Energies are from ωB97M-V with the def2-TZVPD basis set.

CARTESIAN COORDINATES (ANGSTROEM)
F  0.06  -3.61  1.81
C  0.97  -2.69  2.15
C  2.28  -2.85  1.77
C  3.23  -1.91  2.17
C  2.84  -0.79  2.87
C  1.49  -0.62  3.20
C  0.56  -1.57  2.83
H  2.56  -3.70  1.16
H  4.27  -2.10  1.94
H  3.52  -0.03  3.25
H  1.24  0.27  3.76
H  -0.47  -1.42  3.11
F  -3.01  4.21  2.90
C  -1.98  4.40  2.04
C  -2.28  4.67  0.73
C  -1.26  4.98  -0.16
C  0.05  4.95  0.27
C  0.35  4.65  1.60
C  -0.67  4.43  2.52
H  -3.31  4.64  0.39
H  -1.49  5.22  -1.19
H  0.87  5.08  -0.43
H  1.37  4.71  1.94
H  -0.49  4.25  3.57
F  2.16  -2.00  -7.09
C  1.12  -2.07  -6.24
C  0.60  -0.94  -5.64
C  -0.43  -0.99  -4.73
C  -1.02  -2.25  -4.50
C  -0.54  -3.40  -5.11
C  0.58  -3.30  -5.94
H  1.05  0.02  -5.90
H  -0.82  -0.09  -4.28
H  -1.87  -2.32  -3.84
H  -1.01  -4.34  -4.90
H  0.97  -4.21  -6.41
F  3.32  3.29  1.52
C  4.23  2.29  1.36
C  4.06  1.41  0.28
C  4.96  0.36  0.18
C  5.97  0.19  1.12
C  6.20  1.13  2.10
C  5.33  2.21  2.19
H  3.18  1.50  -0.35
H  4.87  -0.33  -0.65
H  6.67  -0.62  0.95
H  7.07  1.03  2.73
H  5.43  2.95  2.97
C  -6.43  -3.76  -1.08
C  -6.77  -2.46  -1.80
C  -5.68  -1.99  -2.77
C  -4.37  -1.87  -2.12
N  -3.35  -1.77  -1.61
H  -5.42  -3.82  -0.66
H  -6.40  -4.57  -1.81
H  -7.10  -3.99  -0.26
H  -6.94  -1.69  -1.05
H  -7.67  -2.61  -2.39
H  -5.99  -1.05  -3.22
H  -5.47  -2.71  -3.57
C  0.39  1.04  0.32
C  -0.97  0.44  -0.04
C  -1.99  1.43  -0.58
C  -1.79  1.75  -2.00
N  -1.65  2.10  -3.08
H  0.77  1.74  -0.44
H  1.15  0.26  0.35
H  0.33  1.64  1.23
H  -1.34  -0.07  0.85
H  -0.88  -0.42  -0.71
H  -1.90  2.36  -0.02
H  -3.01  1.06  -0.48
C  3.28  -2.73  -1.95
C  2.47  -1.53  -1.50
C  2.30  -0.42  -2.53
C  3.60  0.14  -2.96
N  4.58  0.61  -3.29
H  3.59  -3.37  -1.12
H  4.17  -2.43  -2.51
H  2.68  -3.36  -2.61
H  2.89  -1.11  -0.58
H  1.49  -1.87  -1.13
H  1.64  0.40  -2.21
H  1.78  -0.74  -3.44
C  -2.19  0.80  3.46
C  -2.40  1.61  4.76
C  -2.27  0.79  6.04
C  -1.01  0.07  6.21
N  0.01  -0.42  6.41
H  -2.48  1.41  2.61
H  -2.77  -0.12  3.53
H  -1.14  0.50  3.38
H  -3.36  2.11  4.72
H  -1.62  2.39  4.69
H  -3.14  0.13  6.03
H  -2.41  1.43  6.91

## Properties
Charge: 0
HOMO-LUMO gap (eV): 9.563
SMILES: Fc1ccccc1.Fc1ccccc1.Fc1ccccc1.Fc1ccccc1.CCCC#N.CCCC#N.CCCC#N.CCCC#N
HOMO (eV): -9.15
Relative energy (zero: lowest compared OMol25 entry of this formula, charge and spin) (eV): 0.013
Lowest unoccupied orbital energy (eV): 0.4

Here is the ion C4H7O3 with charge -1 from the OMol25 dataset. Energies are from ωB97M-V with the def2-TZVPD basis set.

CARTESIAN COORDINATES (ANGSTROEM)
C  1.47  -0.64  0.38
C  0.72  0.39  -0.65
C  -0.47  1.18  0.18
O  -1.75  0.77  -0.42
C  -1.98  -0.67  -0.14
O  -2.33  -1.51  -1.13
O  -1.88  -1.22  1.23
H  0.74  -1.19  1.13
H  2.01  -1.45  -0.30
H  2.29  0.00  0.95
H  1.51  1.22  -0.96
H  0.34  -0.11  -1.65
H  -0.33  2.34  0.07
H  -0.35  0.90  1.31

## Properties
Charge: -1
HOMO-LUMO gap (eV): 7.970
SMILES: CCCOC(=O)[O-]
HOMO (eV): -3.98
Relative energy (zero: lowest compared OMol25 entry of this formula, charge and spin) (eV): 3.543
Lowest unoccupied orbital energy (eV): 4.0

Here is the molecule C3H4O3 from the OMol25 dataset. Energies are from ωB97M-V with the def2-TZVPD basis set.

CARTESIAN COORDINATES (ANGSTROEM)
O  0.80  -1.19  -1.61
C  0.66  -0.18  -0.71
C  0.07  -0.36  0.60
O  1.44  -0.16  0.52
C  -1.19  1.56  0.38
O  -0.72  0.66  1.21
H  0.36  -1.98  -1.27
H  0.63  0.80  -1.18
H  -0.24  -1.33  1.00
H  -1.82  2.19  1.06

## Properties
Charge: 0
HOMO-LUMO gap (eV): 9.431
HOMO (eV): -9.12
Relative energy (zero: lowest compared OMol25 entry of this formula, charge and spin) (eV): 5.042
Lowest unoccupied orbital energy (eV): 0.3

Here is the molecule C13H16FN3O2 from the OMol25 dataset. Energies are from ωB97M-V with the def2-TZVPD basis set.

CARTESIAN COORDINATES (ANGSTROEM)
C  -3.96  -0.16  1.95
C  -4.40  -0.01  0.50
C  -5.00  -1.31  -0.04
N  -3.28  0.42  -0.34
C  -2.16  -0.29  -0.52
O  -1.95  -1.42  -0.12
C  -1.11  0.46  -1.37
C  -0.80  1.79  -0.75
O  -1.62  2.68  -0.61
N  0.47  1.97  -0.30
N  1.43  1.04  -0.40
C  2.59  1.28  0.05
C  3.64  0.29  -0.04
C  3.41  -1.00  -0.54
C  4.43  -1.93  -0.61
C  5.71  -1.60  -0.18
C  5.97  -0.33  0.32
C  4.94  0.59  0.38
F  5.20  1.82  0.87
H  -4.81  -0.43  2.58
H  -3.53  0.77  2.32
H  -3.21  -0.95  2.03
H  -5.15  0.79  0.43
H  -5.86  -1.60  0.56
H  -5.31  -1.18  -1.07
H  -4.25  -2.10  0.01
H  -3.23  1.40  -0.57
H  -1.55  0.62  -2.35
H  -0.22  -0.15  -1.44
H  0.68  2.87  0.14
H  2.84  2.23  0.52
H  2.41  -1.25  -0.85
H  4.23  -2.91  -0.99
H  6.50  -2.32  -0.24
H  6.95  -0.05  0.65

## Properties
Charge: 0
HOMO-LUMO gap (eV): 8.818
SMILES: CC(C)NC(=O)CC(=O)N/N=C/c1ccccc1F
HOMO (eV): -8.83
Relative energy (zero: lowest compared OMol25 entry of this formula, charge and spin) (eV): 0.000
Lowest unoccupied orbital energy (eV): 0.0